(1)
{
  "formula": "C5H12N3",
  "method": "wB97M-V/def2-TZVPD",
  "orbital_gap_ev": 9.780,
  "e_tot_ha": -361.66308,
  "charge": 1,
  "symbols": ["C", "C", "C", "C", "C", "N", "N", "N", "H", "H", "H", "H", "H", "H", "H", "H", "H", "H", "H", "H"],
  "xyz": [[-0.1853, 1.0719, -1.7811], [-0.4701, 0.0937, 0.2250], [-0.0439, 1.3624, -0.4113], [0.2791, 2.5474, 0.4263], [-1.5502, -1.9831, -0.4334], [-0.6556, -0.2414, -1.9546], [-0.8670, -0.7319, -0.7839], [1.8572, -1.1047, 1.1338], [-0.0267, 1.5963, -2.6521], [0.6796, -0.4302, 0.7104], [-1.0253, -0.0495, 1.1341], [-0.6713, 2.9145, 0.8039], [0.7760, 3.3290, -0.1326], [0.8847, 2.2268, 1.2039], [-1.4279, -2.7822, -1.2199], [-1.1953, -2.4451, 0.4739], [-2.6757, -1.7114, -0.5983], [1.8750, -2.0821, 1.0370], [1.8075, -1.0056, 2.1019], [2.6351, -0.5750, 0.7172]],
  "forces_ev_per_angstrom": [[-0.47, -2.56, 2.92], [1.07, 1.79, 0.17], [-1.39, -2.14, -0.58], [-0.99, 0.27, -2.06], [-2.25, -0.49, -3.51], [-0.04, 0.90, 0.28], [0.61, -0.44, -0.09], [-0.56, 1.82, -1.23], [0.52, 1.29, -1.50], [0.10, -0.40, -0.62], [-0.24, 0.48, 0.47], [0.04, 0.25, 0.25], [0.06, 0.16, -0.06], [1.14, -0.31, 1.73], [0.35, 1.08, 0.51], [-0.31, 0.57, 0.56], [1.83, -0.79, 1.31], [0.41, -1.49, -1.06], [0.35, 0.82, 2.11], [-0.23, -0.82, 0.40]]
}



(2)
{
  "formula": "C5H12N3",
  "method": "wB97M-V/def2-TZVPD",
  "orbital_gap_ev": 8.947,
  "e_tot_ha": -361.60332,
  "smiles": "C[N@@H+]1C=C[C@](C)(N)N1",
  "charge": 1,
  "symbols": ["C", "N", "C", "C", "C", "C", "N", "N", "H", "H", "H", "H", "H", "H", "H", "H", "H", "H", "H", "H"],
  "xyz": [[-2.7491, 0.5233, 0.0385], [-1.3887, -0.0130, -0.2807], [-0.9207, -1.1697, 0.4612], [0.3925, -1.2060, 0.6738], [1.0942, 0.1461, 0.1042], [2.1304, -0.2823, -0.9845], [1.7846, 0.8891, 1.1431], [0.0640, 0.9774, -0.3488], [-3.3947, -0.3181, 0.2379], [-2.8767, 1.0371, 1.0126], [-3.0134, 1.2257, -0.7736], [-1.5370, -0.2036, -1.2461], [-1.6668, -1.6994, 0.9378], [0.8417, -2.0773, 1.0663], [2.3996, 0.5035, -1.7171], [1.6852, -1.1949, -1.6176], [2.9790, -0.6760, -0.3914], [1.1216, 1.1962, 1.8789], [2.8169, 0.9822, 1.0846], [0.2374, 1.3597, -1.2793]],
  "forces_ev_per_angstrom": [[0.24, 1.66, 1.32], [1.81, 1.51, -0.25], [1.91, 1.64, -0.12], [-1.23, 2.53, -1.88], [2.56, -2.69, 1.15], [-1.20, -2.09, -0.64], [-0.67, -0.62, -0.49], [-4.13, 0.13, 0.69], [-0.31, -0.50, -0.98], [1.01, 0.13, -0.54], [-0.26, -0.72, 0.49], [0.53, -0.80, -1.11], [-1.41, -1.47, 0.57], [0.92, -0.34, 0.68], [0.04, -0.25, 0.74], [1.00, 1.99, 1.36], [-0.13, 0.26, -0.86], [1.70, 0.04, -0.52], [-1.60, 0.09, 0.66], [-0.77, -0.50, -0.27]]
}



(3)
{
  "formula": "C5H12N3",
  "method": "wB97M-V/def2-TZVPD",
  "orbital_gap_ev": [8.848, 6.602],
  "s2": 2.0152,
  "e_tot_ha": -361.49926,
  "charge": 1,
  "multiplicity": 3,
  "symbols": ["C", "C", "C", "C", "C", "N", "N", "N", "H", "H", "H", "H", "H", "H", "H", "H", "H", "H", "H", "H"],
  "xyz": [[0.2982, 1.4821, 2.4143], [0.7818, 0.4568, 1.4687], [0.2157, -1.7582, -2.1144], [-1.9519, -0.1832, 0.1716], [0.9326, 0.7234, 0.1475], [1.1621, -1.0463, -2.6881], [-0.4521, -1.3482, -1.1254], [-0.7682, -0.8700, -0.0386], [0.0140, 2.4394, 2.0151], [-0.6504, 1.3690, 3.0375], [1.2633, -0.4341, 1.8048], [-0.1649, -2.7041, -2.5011], [-1.9067, 0.5679, 1.0184], [-2.3405, 0.3461, -0.7901], [-2.8248, -0.9628, 0.3997], [1.5598, 0.0844, -0.5400], [0.4337, 1.5597, -0.2299], [1.8735, -1.2188, -3.3838], [1.3775, -0.1937, -2.1332], [1.1474, 1.6908, 3.0672]],
  "forces_ev_per_angstrom": [[-1.47, 0.52, 1.55], [0.83, 0.75, -1.49], [0.03, -1.17, -1.04], [-4.72, 0.51, 0.33], [1.27, -1.52, 0.96], [1.22, 2.26, 1.06], [-1.60, -1.11, 0.60], [1.02, 0.68, -0.39], [0.43, 0.41, -1.14], [1.40, -1.05, -0.40], [0.10, -0.45, 0.70], [0.78, -0.05, -0.57], [0.16, -1.11, -1.03], [1.00, -0.72, 1.51], [1.67, 1.59, -0.19], [-0.75, 0.86, 1.40], [-0.39, 1.35, -0.91], [-0.55, -0.89, -0.32], [-0.20, -0.77, -1.07], [-0.23, -0.07, 0.42]]
}



(4)
{
  "formula": "C5H12N3O",
  "method": "wB97M-V/def2-TZVPD",
  "orbital_gap_ev": 9.791,
  "e_tot_ha": -436.86612,
  "charge": 1,
  "symbols": ["C", "C", "C", "C", "C", "N", "N", "N", "O", "H", "H", "H", "H", "H", "H", "H", "H", "H", "H", "H", "H"],
  "xyz": [[2.6635, -0.4152, 0.2099], [-2.2526, -1.4654, -1.2500], [-0.8835, 1.2066, -0.6935], [-1.8659, 0.5072, 1.4835], [-1.6326, -1.1364, -0.1916], [4.9691, -0.0343, -0.2196], [3.6378, 0.0693, -0.2971], [-1.0571, 0.1455, 0.3821], [1.5527, -0.5776, 0.4576], [5.2984, 0.3934, -1.0807], [-2.4745, -0.8156, -2.0829], [-2.6681, -2.4502, -1.4713], [-0.7226, 2.1559, -0.2214], [0.0872, 0.9189, -1.1310], [-1.6815, 1.0553, -1.4149], [-2.9729, 0.5883, 1.2853], [-1.9876, -0.1736, 2.3571], [-1.6424, 1.4406, 1.8918], [-1.5927, -1.8548, 0.6284], [5.3168, 0.5201, 0.5457], [-0.0914, -0.0777, 0.8127]],
  "forces_ev_per_angstrom": [[3.23, 1.64, -1.88], [-1.63, 0.21, -3.65], [1.36, -1.76, 0.38], [-4.60, -0.10, 2.46], [1.79, -0.44, 4.58], [1.95, -0.02, -0.73], [-2.15, -0.54, 0.77], [1.07, -1.36, -1.56], [-3.40, -1.13, 1.39], [0.43, -0.19, 0.17], [0.27, 0.41, -0.11], [0.34, 0.08, 0.79], [-0.58, 0.56, 0.02], [-0.53, 0.23, -0.27], [-0.02, 0.72, 0.18], [1.11, 0.05, -0.86], [1.25, -0.22, -0.88], [0.97, 1.56, 0.45], [0.30, -0.03, -0.25], [0.14, 0.21, 0.32], [-1.30, 0.12, -1.35]]
}



(5)
{
  "formula": "C5H12N3O",
  "method": "wB97M-V/def2-TZVPD",
  "orbital_gap_ev": 9.621,
  "e_tot_ha": -436.74169,
  "smiles": "C=NCN(/C=[NH+]/C)OC",
  "charge": 1,
  "symbols": ["C", "N", "C", "N", "C", "N", "C", "O", "C", "H", "H", "H", "H", "H", "H", "H", "H", "H", "H", "H", "H"],
  "xyz": [[0.1549, -2.4711, 1.3980], [-0.7679, -2.2201, 0.7027], [-1.4581, -1.8211, -0.2296], [-0.8400, -0.2868, -0.7262], [0.3465, 0.3025, -0.8307], [1.4998, -0.2450, -0.3991], [2.5113, 0.5706, 0.2445], [-1.8754, 0.5473, -1.1187], [-2.4531, 1.6109, -0.2096], [0.9352, -1.7239, 1.4677], [0.1092, -3.4300, 1.7632], [-2.5437, -1.7783, -0.3252], [-1.0235, -2.5345, -1.2689], [0.3845, 1.3877, -0.9617], [1.3416, -1.2029, 0.0496], [3.3949, 0.0724, 0.1575], [2.4147, 1.5448, -0.1297], [2.2174, 0.6244, 1.3233], [-3.0974, 1.2056, 0.5171], [-2.9905, 2.2312, -0.9396], [-1.6093, 2.2172, 0.2528]],
  "forces_ev_per_angstrom": [[3.20, 0.51, 1.92], [-2.98, -1.63, 0.84], [0.77, -0.01, -8.13], [-0.44, 2.21, -0.28], [-0.39, -0.78, 2.32], [-1.99, -2.35, -0.20], [-3.11, -0.29, 2.05], [-1.14, 0.89, -0.49], [2.78, 0.30, -1.39], [0.75, -0.31, 1.11], [1.12, -2.07, 1.95], [0.22, 0.70, 0.50], [-1.64, 2.15, 2.75], [-0.29, -0.36, -0.65], [0.81, 1.95, -1.40], [2.75, -0.66, -0.40], [0.61, 1.34, -0.72], [0.54, 0.10, -0.57], [-0.68, -0.66, 0.88], [0.16, -0.26, 0.39], [-1.05, -0.77, -0.48]]
}



(6)
{
  "formula": "C5H12N5",
  "method": "wB97M-V/def2-TZVPD",
  "orbital_gap_ev": 7.082,
  "e_tot_ha": -471.07474,
  "smiles": "[H]/N=C\\C/C(=N/C)N/N=[NH+]/C",
  "charge": 1,
  "symbols": ["H", "N", "C", "C", "C", "N", "C", "N", "N", "N", "C", "H", "H", "H", "H", "H", "H", "H", "H", "H", "H", "H"],
  "xyz": [[0.9113, -3.6786, 0.4572], [0.3478, -3.3971, -0.2916], [-0.4644, -2.4750, -0.4631], [-1.0628, -1.6069, 0.6447], [-1.3426, -0.1948, 0.2926], [-2.4857, 0.2320, 0.0508], [-3.0937, 1.4788, -0.2765], [-0.2281, 0.7024, 0.1938], [0.9575, 0.2041, 0.1014], [1.9560, 1.0006, -0.0401], [3.2667, 0.5231, 0.0246], [-0.7558, -2.2266, -1.5515], [-1.9732, -2.0131, 0.6828], [-0.3802, -1.6088, 1.4670], [-3.7402, 1.8440, 0.6935], [-3.6814, 1.2280, -1.0518], [-2.3543, 2.4150, -0.3725], [-0.2642, 1.6831, 0.1322], [1.9190, 1.9553, -0.2283], [3.7584, 0.2114, -0.8479], [4.0445, 1.1970, 0.5299], [3.4173, -0.4504, 0.5543]],
  "forces_ev_per_angstrom": [[-0.03, -0.01, 1.98], [0.03, -0.23, -2.93], [0.68, 0.88, -0.83], [3.50, 1.59, -1.86], [-1.11, 0.97, -0.78], [-0.55, -0.95, 0.75], [2.76, 3.26, 5.45], [2.81, -1.41, -0.29], [0.19, 0.78, 0.51], [-1.16, -2.06, 0.27], [4.06, -1.86, 2.51], [-0.10, -0.51, 1.60], [-3.67, -1.60, 1.48], [-0.11, -0.58, 0.98], [1.23, -1.22, -2.50], [-2.23, 0.19, -2.89], [-1.47, -1.88, -0.54], [-0.98, 1.61, -0.11], [-1.03, 2.20, -0.27], [0.00, 0.33, -2.20], [-1.75, -0.36, -0.56], [-1.05, 0.85, 0.25]]
}



Energy relative to the best compared isomer or geometry (same formula, charge and spin) in eV, matching the order above: 2.858, 4.484, 2.069, 4.426, 7.812, 6.364